{"formula": "C45H43As2Cl2NO12TeTi", "method": "ωB97M-V with the def2-TZVPD basis set", "elements": ["Ti", "C", "C", "C", "C", "C", "O", "C", "C", "C", "C", "C", "C", "C", "O", "C", "C", "C", "N", "C", "C", "Te", "C", "C", "C", "C", "C", "C", "C", "C", "C", "C", "C", "C", "H", "H", "H", "H", "H", "H", "H", "H", "H", "H", "H", "H", "H", "H", "H", "H", "H", "H", "H", "H", "H", "H", "H", "H", "C", "O", "C", "O", "C", "C", "As", "C", "C", "C", "As", "C", "C", "O", "O", "C", "C", "O", "O", "C", "C", "O", "O", "C", "H", "H", "H", "H", "H", "H", "H", "H", "H", "H", "H", "H", "H", "H", "H", "H", "H", "H", "Cl", "C", "Cl", "C", "O", "O", "H"], "positions_angstrom": [[-1.2064, 1.1561, -0.9093], [2.5571, -3.6104, -4.2913], [1.5114, -2.7537, -3.6450], [0.2464, -3.2540, -3.3605], [-0.7588, -2.4926, -2.7589], [-2.1833, -3.0165, -2.8615], [-2.4298, -3.6476, -3.8630], [-3.2330, -2.7068, -1.8603], [-4.5621, -2.7757, -2.2765], [-5.5790, -2.4746, -1.3874], [-5.2766, -2.1195, -0.0786], [-3.9557, -2.0739, 0.3464], [-2.9347, -2.3660, -0.5453], [-0.4264, -1.1994, -2.3958], [-1.3000, -0.4030, -1.7099], [0.7836, -0.6175, -2.7960], [1.7484, -1.3935, -3.4206], [0.7385, 0.8607, -2.7022], [0.6989, 1.4441, -1.4673], [2.0548, 1.3595, -0.8189], [2.1941, 0.5389, 0.4208], [4.2402, 0.5738, 1.0682], [4.7557, -1.0387, -0.1741], [4.5250, -2.3462, 0.2449], [4.8641, -3.4076, -0.5801], [5.4447, -3.1691, -1.8170], [5.6792, -1.8691, -2.2371], [5.3352, -0.8017, -1.4178], [0.5120, 1.6367, -3.8648], [0.4958, 3.0483, -3.7491], [0.2684, 3.8267, -4.8596], [0.0588, 3.2155, -6.0941], [0.0705, 1.8267, -6.2344], [0.2915, 1.0354, -5.1315], [2.2742, -4.6599, -4.2694], [3.5112, -3.4999, -3.7795], [2.7034, -3.3242, -5.3332], [-0.0080, -4.2622, -3.6627], [-4.7799, -3.0576, -3.2973], [-6.6081, -2.5211, -1.7120], [-6.0729, -1.8870, 0.6144], [-3.7249, -1.8005, 1.3676], [-1.9074, -2.3284, -0.2140], [2.6764, -0.9423, -3.7491], [2.3325, 2.4030, -0.6310], [2.7581, 0.9933, -1.5742], [1.9734, -0.5048, 0.2387], [1.5643, 0.8933, 1.2320], [4.1017, -2.5339, 1.2226], [4.7022, -4.4230, -0.2452], [5.7345, -4.0002, -2.4451], [6.1533, -1.6835, -3.1918], [5.5437, 0.2119, -1.7348], [0.6683, 3.4943, -2.7775], [0.2581, 4.9040, -4.7819], [-0.1206, 3.8313, -6.9653], [-0.1041, 1.3802, -7.2019], [0.2656, -0.0409, -5.2201], [3.3488, 1.1578, 4.8679], [2.9718, 2.3507, 4.1244], [1.7974, 2.6136, 3.7174], [1.6681, 3.6247, 2.9196], [0.5264, 1.8709, 3.6891], [-0.0779, 0.9815, 4.4828], [-1.7591, 0.0544, 3.9713], [-1.3811, -1.7686, 4.5720], [-1.1682, -0.1121, 2.0657], [-1.7031, 0.6755, 1.1240], [-0.0220, 3.0335, 2.1764], [-1.1127, 4.2617, 3.2125], [-2.9915, 1.3478, 1.5488], [-3.9336, 0.7466, 1.9823], [-2.9471, 2.6707, 1.3470], [-4.1670, 3.3878, 1.6458], [-0.0108, -1.0459, 1.8618], [0.8953, -1.1762, 2.6505], [-0.0999, -1.6796, 0.6917], [0.8741, -2.7059, 0.3966], [0.3568, 0.9253, 5.9300], [1.1197, 1.7255, 6.4072], [-0.2765, -0.0191, 6.5992], [-0.0208, -0.0522, 8.0236], [3.2415, 1.3771, 5.9254], [4.3827, 0.9965, 4.5819], [2.7255, 0.3254, 4.5436], [-1.8764, -1.9082, 5.5295], [-0.3208, -1.9774, 4.6502], [-1.8381, -2.4359, 3.8388], [-1.8495, 3.7002, 3.7880], [-1.6193, 4.9489, 2.5379], [-0.4558, 4.8054, 3.8906], [-3.9977, 4.4012, 1.2943], [-4.3576, 3.3625, 2.7176], [-5.0002, 2.9236, 1.1200], [1.5607, -2.3286, -0.3634], [0.3126, -3.5505, 0.0033], [1.4188, -2.9785, 1.2966], [-0.6533, -0.8455, 8.4064], [-0.2841, 0.9087, 8.4610], [1.0307, -0.2689, 8.1984], [-2.8582, 1.5946, -3.8486], [-3.7554, 2.2432, -2.4681], [-4.0219, 0.9362, -1.2697], [-2.9437, 3.3315, -1.7646], [-3.3425, 4.4478, -1.6544], [-1.7880, 2.8814, -1.2801], [-4.7204, 2.6136, -2.8035]], "forces_ev_per_a": [[1.1, 0.3, 1.0], [0.1, -0.1, 0.0], [0.0, 0.2, 0.0], [0.0, 0.0, 0.0], [0.1, 0.0, -0.1], [0.0, 0.0, 0.0], [0.0, -0.1, 0.0], [0.0, 0.0, 0.0], [0.0, 0.0, 0.0], [0.0, 0.0, 0.0], [0.0, 0.0, 0.0], [0.1, 0.0, 0.0], [0.0, -0.1, 0.0], [-0.1, 0.0, 0.3], [-0.2, -0.1, -0.8], [0.2, 0.0, -0.1], [-0.1, -0.1, -0.1], [-0.1, -0.1, -0.3], [-0.5, -0.5, 0.2], [0.0, 0.4, -0.2], [0.1, -0.1, 0.1], [0.0, 0.1, 0.2], [0.0, 0.0, -0.1], [0.0, 0.0, 0.0], [0.0, -0.1, 0.0], [0.0, 0.0, 0.0], [0.0, 0.0, 0.0], [0.0, 0.0, 0.0], [0.0, 0.0, 0.0], [0.0, 0.0, 0.0], [0.0, 0.0, 0.0], [0.0, 0.0, 0.0], [0.0, 0.0, 0.1], [0.0, 0.1, 0.0], [0.0, 0.0, 0.0], [0.1, 0.0, 0.0], [0.0, 0.0, 0.0], [0.0, 0.0, 0.0], [0.0, 0.0, 0.0], [-0.1, 0.0, 0.0], [0.0, 0.0, 0.0], [0.0, 0.0, 0.0], [-0.1, 0.0, 0.0], [0.1, 0.0, 0.0], [0.0, -0.1, 0.0], [0.0, 0.0, 0.0], [0.0, 0.0, 0.0], [0.0, 0.1, 0.1], [0.0, 0.0, 0.0], [0.0, 0.0, 0.0], [0.0, 0.0, 0.0], [0.0, 0.0, 0.0], [0.0, 0.0, 0.0], [0.0, 0.0, -0.1], [0.0, 0.0, 0.0], [0.0, 0.0, 0.0], [0.0, 0.0, 0.0], [0.0, -0.1, 0.0], [0.0, 0.0, 0.0], [-0.1, 0.2, 0.0], [-0.1, 0.0, -0.1], [0.1, -0.1, 0.2], [0.1, -0.1, -0.1], [0.0, 0.1, 0.1], [0.2, 0.1, 0.0], [-0.1, 0.0, 0.0], [0.2, -0.1, 0.3], [-0.3, 0.0, 0.0], [0.1, 0.1, 0.0], [-0.1, 0.0, 0.0], [0.2, 0.0, -0.1], [-0.1, 0.2, -0.1], [0.0, 0.0, 0.1], [-0.1, 0.1, 0.0], [0.4, 0.5, -0.1], [-0.3, -0.2, -0.1], [0.1, -0.1, 0.1], [0.0, -0.1, 0.0], [0.0, 0.0, -0.1], [-0.1, 0.0, 0.1], [0.0, 0.0, 0.0], [0.0, 0.0, 0.0], [0.1, -0.1, -0.1], [0.0, 0.0, 0.1], [0.0, 0.0, 0.1], [0.0, 0.0, 0.0], [0.0, 0.0, 0.0], [0.0, 0.0, 0.0], [0.0, 0.0, 0.0], [0.0, 0.0, 0.0], [0.0, 0.0, 0.0], [-0.1, 0.0, 0.0], [0.0, 0.0, 0.0], [0.0, 0.0, 0.0], [0.0, -0.1, 0.0], [0.1, 0.0, 0.0], [0.0, 0.0, 0.0], [0.0, 0.0, 0.0], [0.0, 0.0, 0.0], [0.0, 0.0, 0.0], [-0.1, 0.1, -0.1], [-0.2, -0.1, -0.1], [0.0, 0.0, -0.1], [0.1, 0.1, 0.1], [0.0, 0.1, 0.0], [-0.4, -0.1, -0.4], [0.1, 0.0, 0.1]], "gap_ev": 5.44, "relative_energy_kcal_mol": 58.4, "e_tot_ev": -250537.821, "total_charge": 2, "multiplicity": 1}


{"formula": "C5H14N2O", "method": "ωB97M-V with the def2-TZVPD basis set", "elements": ["C", "N", "C", "C", "C", "O", "C", "N", "H", "H", "H", "H", "H", "H", "H", "H", "H", "H", "H", "H", "H", "H"], "positions_angstrom": [[0.9447, 0.5543, -0.1751], [2.0566, 0.8261, 0.7690], [1.9001, 0.1708, 1.9002], [0.7917, -0.4518, 2.5270], [-3.2715, 1.5947, -1.1181], [-1.8349, -0.8415, -0.7342], [0.9881, -0.8883, -0.7266], [2.2249, -1.0540, -1.4115], [1.0719, 1.2725, -0.9915], [-0.0506, 0.7278, 0.2355], [-4.0255, 2.2393, -1.5587], [0.8386, -0.4977, 3.6072], [2.7119, 0.3103, 2.6174], [0.1490, -1.1491, 2.0097], [-3.7062, 0.7077, -0.6444], [-2.5959, 1.2086, -1.8799], [-2.6581, 2.1249, -0.3905], [-2.1191, -1.7539, -0.5713], [1.1006, -1.4431, 0.2309], [-0.0212, -1.1545, -1.0851], [2.5345, -1.9980, -1.6371], [2.9704, -0.5052, -0.9730]], "forces_ev_per_a": [[0.3, 1.4, -0.2], [-1.4, -2.4, -0.5], [0.7, 1.7, 1.2], [0.9, -0.9, -0.8], [0.5, -0.5, 0.0], [0.2, 0.0, 0.1], [0.5, 1.0, 1.4], [-0.4, -0.7, 0.9], [-0.2, -0.2, 0.0], [0.1, -0.1, 0.2], [0.0, 0.0, 0.1], [-0.2, -0.1, 0.0], [0.1, 0.2, -0.2], [-0.8, 0.5, 0.0], [-0.2, 0.3, 0.0], [-0.1, 0.2, -0.2], [-0.2, 0.1, 0.1], [-0.4, -0.3, 0.0], [0.0, -0.4, -0.1], [1.0, -0.3, -1.1], [-0.3, 0.1, -0.6], [0.0, 0.2, -0.3]], "gap_ev": [8.64, 4.93], "relative_energy_kcal_mol": 156.4, "e_tot_ev": -10425.398, "total_charge": 1, "multiplicity": 2}